{
  "formula": "C41H66NO29V2",
  "method": "the ωB97M-V functional and the def2-TZVPD basis",
  "symbols": ["O", "C", "H", "H", "C", "C", "C", "C", "H", "H", "C", "H", "C", "O", "N", "C", "H", "O", "O", "H", "H", "O", "H", "O", "V", "C", "C", "H", "H", "C", "H", "O", "H", "C", "C", "H", "H", "H", "H", "H", "C", "C", "C", "O", "C", "H", "C", "H", "O", "H", "H", "H", "H", "H", "H", "H", "H", "H", "H", "O", "H", "C", "H", "O", "O", "C", "O", "H", "C", "H", "H", "H", "C", "H", "C", "H", "O", "C", "H", "C", "O", "H", "O", "C", "H", "H", "C", "H", "C", "O", "H", "O", "H", "H", "C", "O", "C", "O", "H", "H", "O", "H", "C", "O", "H", "V", "C", "H", "C", "H", "H", "C", "O", "H", "C", "H", "C", "O", "H", "H", "O", "H", "C", "H", "H", "C", "H", "H", "O", "H", "O", "C", "H", "C", "O", "H", "C", "H", "O"],
  "positions_angstrom": [[-3.651, -0.093, 3.510], [-2.606, 2.202, -7.137], [1.900, -1.900, -1.379], [-4.572, 1.783, -4.972], [1.564, -1.288, -0.542], [3.595, 2.925, -0.326], [-4.441, 2.428, -5.841], [6.679, -1.015, -3.373], [-7.004, 4.403, 1.232], [0.790, -4.716, 4.824], [-5.167, 0.201, -6.911], [0.851, -1.266, 5.972], [-3.478, 0.873, 2.617], [5.750, 1.806, -2.686], [-0.800, -1.068, -1.639], [-4.694, -0.899, 3.139], [-6.037, -0.131, 1.607], [6.242, 0.962, -4.539], [4.675, -6.793, 0.502], [-6.015, -0.038, -6.268], [-4.845, 3.392, -0.622], [-1.303, -2.525, 5.113], [4.536, 2.140, 3.434], [2.525, 5.121, 3.568], [1.111, -2.181, -3.992], [-0.400, -0.521, 0.791], [4.029, -5.669, -0.204], [-2.300, 1.636, -3.174], [3.313, 1.943, 2.169], [-6.048, 4.193, 1.712], [4.763, 0.329, -1.834], [3.977, -5.436, 2.007], [-5.159, 3.219, -5.626], [2.824, 0.826, 3.748], [5.620, -0.133, -3.843], [3.006, 1.965, 5.634], [3.701, -6.822, -2.030], [4.990, -0.790, -4.444], [0.885, 3.729, 0.140], [-1.455, 2.236, -0.946], [-5.055, -0.584, 1.744], [-4.332, 4.269, -0.227], [-2.285, 0.605, -2.822], [2.096, -0.979, -3.708], [2.457, 4.786, 2.362], [-0.166, -3.606, -0.889], [-4.606, 5.415, 2.933], [2.041, -1.622, 0.379], [-4.005, 5.879, 3.915], [-6.473, -1.542, 4.213], [-5.421, -0.265, -7.863], [-6.040, 0.295, 4.322], [7.580, -0.509, -3.026], [6.977, -1.721, -4.148], [-3.407, 3.849, 0.168], [-4.295, -0.267, -6.453], [-0.295, 2.136, -2.877], [1.029, 1.024, -2.320], [-2.494, 0.865, -0.392], [-1.247, -4.517, 4.475], [0.097, -2.227, 3.477], [-0.021, -1.429, -0.410], [4.650, 2.782, -0.094], [4.024, -1.788, 1.867], [1.309, 5.011, 1.609], [0.047, -4.160, 4.252], [-4.252, 0.470, 1.516], [2.738, -5.270, -2.011], [3.757, -0.761, 2.498], [6.370, -1.568, -2.486], [-4.325, -1.917, 3.269], [-5.745, 5.961, 0.437], [-1.486, 1.186, -0.654], [1.901, -2.393, 5.046], [6.490, 2.031, -3.827], [3.482, 5.074, -0.370], [1.691, -3.485, -3.335], [-5.177, 5.106, 0.804], [0.876, -2.902, 6.406], [3.127, -6.111, -1.436], [-5.772, 4.721, 3.002], [1.845, -0.240, -0.643], [4.403, 0.341, 2.248], [-0.232, -2.928, -0.038], [2.275, -6.708, -1.110], [-5.182, -1.126, 5.112], [-2.056, -3.572, 5.024], [-5.653, 2.113, -7.558], [-5.728, -0.747, 4.248], [-1.405, 2.288, -7.487], [0.189, 0.719, -3.768], [-3.073, 2.858, -6.075], [0.249, -0.545, 1.667], [3.145, -3.939, 1.019], [4.821, 0.767, -2.831], [-0.742, -2.139, -2.691], [-1.034, 0.413, -1.950], [-3.220, 2.016, 2.909], [3.121, 2.017, 0.047], [2.116, 0.627, 5.716], [5.509, -7.114, 2.562], [-0.887, 1.272, 1.452], [3.067, 0.935, 5.282], [3.426, 4.311, 1.654], [3.897, 0.341, 5.666], [-2.867, -2.969, -2.079], [3.069, 4.255, 0.218], [1.246, 5.305, -0.449], [0.035, 1.104, -2.760], [4.841, -5.018, -0.528], [-1.251, -3.179, 0.253], [0.932, -2.259, 5.528], [-4.251, 5.708, 1.694], [0.392, -4.125, 3.219], [3.301, -5.010, 0.895], [0.535, 1.349, 0.370], [4.751, -6.498, 1.807], [-2.498, -4.492, -1.723], [2.307, -5.440, 1.024], [3.450, 2.925, -1.407], [-3.632, 1.682, -7.896], [-4.809, -1.313, 0.973], [3.875, 1.424, 2.946], [-1.390, -0.701, 1.210], [-5.950, 3.114, 1.588], [-0.478, 0.963, 0.490], [-4.118, 4.737, -1.188], [-2.226, 0.048, -3.758], [7.114, 2.961, -4.113], [1.857, 1.273, 3.516], [-3.232, -3.688, 5.355], [-0.027, -2.648, 4.475], [3.858, 1.142, -3.177], [-4.783, 1.627, -7.117], [2.776, -0.520, 3.412], [-3.185, 0.433, -2.231], [1.585, 4.555, 0.266], [0.357, -3.233, 0.827], [-3.627, -2.334, -0.834]],
  "homo_energy_ev": -11.96,
  "total_energy_ha": -5726.06835,
  "de_lowest_kj_mol": 621.8,
  "spin_multiplicity": 1,
  "charge": 1
}